Formula: C4H9N
Source: the Open Molecules 2025 dataset
Level of theory: the ωB97M-V functional and the def2-TZVPD basis

Last column: Mulliken charge in e.
Element x y z (Å)
C: 1.343863 -0.323647 1.239576  -1.3019
C: 0.462468 -0.866708 0.090374  -0.3795
C: -0.337223 0.102701 -0.491977  0.4997
C: -1.754271 -0.213316 -0.906586  -1.1340
N: 0.036127 1.515602 -0.659195  -0.6115
H: 1.871093 -1.103051 1.784836  0.3610
H: 0.664373 0.102436 1.990101  0.3704
H: 1.979940 0.535443 0.994644  0.2868
H: 1.064606 -1.531920 -0.531282  0.2378
H: -2.247030 0.681650 -1.272893  0.3195
H: -1.679565 -0.956507 -1.709937  0.3099
H: -2.258503 -0.620248 -0.054376  0.3252
H: -0.191114 1.213902 0.348735  0.4067
H: 1.045235 1.463665 -0.822020  0.3099

Forces on atoms 1 to 6 (eV/Å):
C -0.5 0.7 -0.1
C 1.9 1.9 0.4
C -0.7 -2.2 -2.9
C 1.2 0.3 -0.9
N -1.0 -1.8 1.5
H 0.3 0.0 -0.4

## Properties
net charge	0
calculated total energy	-5779.66317	eV
frontier orbital gap	8.12	eV
relative energy (zero: lowest compared OMol25 entry of this formula, charge and spin)	400.3	kJ/mol
LUMO energy	0.511	eV
max |F|	3.661	eV/Å

Formula: C4H9N2
Source: the Open Molecules 2025 dataset
Level of theory: the ωB97M-V functional and the def2-TZVPD basis

Last column: Mulliken charge in e.
Element x y z (Å)
C: 2.885167 -0.246672 -0.127108  -0.2563
C: 0.573702 -0.546956 -0.071554  -0.2712
C: -0.590704 0.329579 0.064570  -0.1365
C: -2.663948 -0.425031 -0.172783  -0.6399
N: 1.767150 0.240907 0.146157  -0.3706
N: -0.363538 1.475006 0.517086  -0.1558
H: 3.791889 0.427615 -0.167504  0.2651
H: 2.925344 -1.090465 -0.730329  0.2378
H: 0.327957 -1.265385 0.778166  0.2496
H: 0.653943 -1.074648 -1.009589  0.4169
H: -3.253163 0.593459 -0.042376  0.3307
H: -2.763615 -1.185113 0.734520  0.3027
H: -2.743479 -0.876191 -1.070675  0.3247
H: 0.691035 1.611039 0.617396  0.4241
H: -1.237738 2.032863 0.534029  0.2785

Forces on atoms 1 to 6 (eV/Å):
C 1.2 2.7 -1.3
C 0.1 -1.1 1.0
C -3.6 -2.8 -1.2
C 1.8 3.2 5.8
N -0.6 0.5 1.5
N -1.4 1.0 -0.3

## Properties
net charge	+1
calculated total energy	-7263.30117	eV
frontier orbital gap	10.48	eV
relative energy (zero: lowest compared OMol25 entry of this formula, charge and spin)	467.0	kJ/mol
LUMO energy	-4.116	eV
max |F|	6.803	eV/Å

Formula: C4H9N2
Source: the Open Molecules 2025 dataset
Level of theory: the ωB97M-V functional and the def2-TZVPD basis

Last column: Mulliken charge in e.
Element x y z (Å)
C: 0.052776 -1.546050 -0.654837  -0.6667
C: -1.143452 -0.878469 -0.121984  -0.3541
C: 0.398536 0.867162 1.163797  -0.3604
C: 0.435770 0.710236 -0.880752  -0.3325
N: 1.280542 1.159408 0.115241  -0.1902
N: -0.713967 0.487293 0.134882  0.0286
H: 0.864967 -1.749075 -0.027631  0.3016
H: -0.038400 -2.113148 -1.651175  0.2900
H: -1.762866 -0.877766 -0.924775  0.3334
H: -1.642306 -1.350501 0.688682  0.4007
H: 0.615411 -0.052309 1.821290  0.2462
H: 0.249358 1.617816 1.934084  0.3423
H: 0.454379 1.149353 -1.850295  0.2993
H: 2.361447 1.397387 0.012874  0.3124
H: -1.412195 1.178663 0.240599  0.3494

Forces on atoms 1 to 6 (eV/Å):
C 0.8 2.1 -3.4
C 1.5 -0.8 1.4
C 0.4 -3.2 2.8
C 0.6 -3.6 1.2
N 2.7 1.2 -2.0
N 2.1 1.8 0.4

## Properties
net charge	+1
calculated total energy	-7262.44211	eV
frontier orbital gap (spin up / spin down)	8.47 / 8.46	eV
relative energy (zero: lowest compared OMol25 entry of this formula, charge and spin)	549.9	kJ/mol
LUMO energy (spin up / spin down)	-3.862 / -3.867	eV
max |F|	4.254	eV/Å

Formula: C4H9N2
Source: the Open Molecules 2025 dataset
Level of theory: the ωB97M-V functional and the def2-TZVPD basis

Last column: Mulliken charge in e.
Element x y z (Å)
C: 1.971185 -1.932968 0.613870  -0.0805
C: -0.503181 0.234831 0.221152  0.7491
C: -0.659414 0.316496 1.661453  -1.5169
C: -0.364951 0.779308 -2.175363  -0.7830
N: 1.626645 -1.340352 -0.391978  -0.3175
N: -0.796436 0.878370 -0.776094  -0.1203
H: 2.875097 -2.651071 0.613959  0.2771
H: 1.594126 -1.815737 1.725375  0.1734
H: -1.360844 0.988255 1.846822  0.4860
H: 0.215566 0.659098 2.107002  0.3981
H: -0.880979 -0.560196 2.107120  0.4375
H: 0.264937 1.594401 -2.427444  0.3092
H: -1.306682 0.747315 -2.684031  0.3482
H: 0.140503 -0.115821 -2.368232  0.3507
H: -1.428160 1.653117 -0.749737  0.2890

Forces on atoms 1 to 6 (eV/Å):
C 1.5 -1.2 3.0
C 2.1 -2.0 1.4
C 1.7 -0.3 -2.8
C -0.9 -0.7 0.2
N -1.0 0.7 -0.5
N -0.1 1.2 -1.6

## Properties
net charge	+1
calculated total energy	-7262.15907	eV
frontier orbital gap (spin up / spin down)	8.15 / 9.93	eV
relative energy (zero: lowest compared OMol25 entry of this formula, charge and spin)	577.2	kJ/mol
LUMO energy (spin up / spin down)	-5.441 / -4.505	eV
max |F|	4.823	eV/Å

Formula: C4H9N2
Source: the Open Molecules 2025 dataset
Level of theory: the ωB97M-V functional and the def2-TZVPD basis

Last column: Mulliken charge in e.
Element x y z (Å)
C: 0.137314 1.310882 -2.206132  -0.3633
C: -0.091534 -0.071361 -1.852402  -0.1457
C: -0.251635 0.166749 -0.454952  -0.0068
C: 0.192087 -0.416401 1.988832  -0.9112
N: 0.895670 0.633324 -1.133525  -0.4506
N: 0.029419 -0.891685 0.582147  -0.0360
H: 0.574503 1.476255 -3.219139  0.2705
H: -0.570944 2.025386 -1.864331  0.2412
H: 0.158219 -0.924474 -2.401975  0.2844
H: -1.353649 0.868454 -0.070473  0.2247
H: -0.868295 -0.145950 2.438302  0.3479
H: 0.430060 -1.217666 2.784766  0.3510
H: 0.926734 0.274399 2.389292  0.3793
H: -0.697292 -1.648115 0.657528  0.4149
H: 0.932949 -1.276131 0.286115  0.3998

Forces on atoms 1 to 6 (eV/Å):
C -0.1 0.0 -1.4
C -1.5 -1.5 -1.3
C -5.4 1.7 2.8
C -2.8 -0.9 4.5
N 2.8 1.9 1.2
N 0.8 0.0 0.4

## Properties
net charge	+1
calculated total energy	-7262.98599	eV
frontier orbital gap	11.53	eV
relative energy (zero: lowest compared OMol25 entry of this formula, charge and spin)	497.5	kJ/mol
LUMO energy	-3.460	eV
max |F|	6.320	eV/Å

Formula: C4H9N2
Source: the Open Molecules 2025 dataset
Level of theory: the ωB97M-V functional and the def2-TZVPD basis

Last column: Mulliken charge in e.
Element x y z (Å)
C: -0.199038 -0.554242 2.528035  -0.6505
C: 0.307780 0.456660 1.744339  0.0214
C: -0.387704 0.971882 0.529857  -0.6945
N: 0.122153 0.497517 -0.750155  -0.1760
C: -0.077216 -0.592849 -1.400342  0.3065
N: 0.300232 -0.693217 -2.633163  -0.2806
H: 0.283518 -1.039868 3.330752  0.3309
H: -1.209849 -0.797951 2.101271  0.1626
H: 1.360751 0.837305 1.869068  0.2597
H: -0.304469 2.043466 0.518921  0.2841
H: -1.535742 0.630766 0.620267  0.3750
H: 0.606504 1.244600 -1.261441  0.2611
H: -0.425946 -1.543063 -1.034050  0.3609
H: 0.218578 -1.480245 -3.197410  0.2388
H: 0.940447 0.019238 -2.965950  0.2008

Forces on atoms 1 to 6 (eV/Å):
C -1.0 2.8 -4.0
C 1.7 -2.0 1.5
C -3.2 -1.6 1.5
N 0.7 1.7 0.1
C 0.1 -1.3 0.0
N 1.5 2.0 -0.7

## Properties
net charge	+1
calculated total energy	-7266.35829	eV
frontier orbital gap	10.01	eV
structure (SMILES)	C=CC/[NH+]=C/N
relative energy (zero: lowest compared OMol25 entry of this formula, charge and spin)	172.1	kJ/mol
LUMO energy	-3.810	eV
max |F|	4.966	eV/Å

Formula: C4H9N2
Source: the Open Molecules 2025 dataset
Level of theory: the ωB97M-V functional and the def2-TZVPD basis

Last column: Mulliken charge in e.
Element x y z (Å)
C: -1.415786 -0.291796 0.502147  -0.2789
C: 0.403150 1.261122 0.403748  -0.1894
C: 0.979275 -1.174436 -0.023754  -0.8498
C: -1.143859 -0.242577 -0.867772  -0.2872
N: -0.578056 1.636291 1.299717  -0.5050
N: -0.011035 -0.118415 0.083595  0.1805
H: 0.551493 1.885372 -0.469481  0.3534
H: -1.180638 2.418012 1.131297  0.2474
H: 1.411645 1.261946 0.953635  0.3310
H: 0.503124 -2.068273 0.369182  0.3792
H: 1.471755 -1.280310 -1.036771  0.3140
H: 1.786342 -0.879867 0.652366  0.3630
H: -2.222547 -0.469035 1.214679  0.3940
H: -1.534631 0.656849 -1.501261  0.2466
H: -1.301132 -1.160160 -1.440075  0.3012

Forces on atoms 1 to 6 (eV/Å):
C -0.9 1.7 1.1
C 2.5 0.5 0.1
C 1.7 -0.6 0.3
C -2.4 1.9 -2.3
N -2.2 -1.4 1.8
N 0.3 -0.1 -1.4

## Properties
net charge	+1
calculated total energy	-7261.10104	eV
frontier orbital gap (spin up / spin down)	8.32 / 9.68	eV
relative energy (zero: lowest compared OMol25 entry of this formula, charge and spin)	679.3	kJ/mol
LUMO energy (spin up / spin down)	-5.548 / -5.258	eV
max |F|	3.852	eV/Å

Formula: C4H9N2
Source: the Open Molecules 2025 dataset
Level of theory: the ωB97M-V functional and the def2-TZVPD basis

Last column: Mulliken charge in e.
Element x y z (Å)
C: -0.078457 0.417508 -1.966526  -0.1549
C: 0.654174 1.048146 -0.922320  0.3081
C: -1.297454 0.066091 0.599812  -1.0322
C: 0.861092 -1.014291 0.840078  -0.7957
N: -0.443545 1.577266 -1.647564  -0.3679
N: 0.092522 0.169614 0.825893  -0.2356
H: -0.290274 -0.547600 -2.412500  0.3395
H: 1.698740 1.314838 -0.811890  0.4462
H: -1.786599 1.017600 0.429472  0.3501
H: -1.293794 -0.485530 -0.329170  0.4506
H: -1.706753 -0.437991 1.438728  0.3527
H: 0.671669 -1.805435 0.009681  0.2633
H: 1.877363 -0.777122 0.731216  0.3662
H: 0.826249 -1.525129 1.798822  0.3768
H: 0.215066 0.982035 1.416268  0.3328

Forces on atoms 1 to 6 (eV/Å):
C 1.3 -1.3 1.5
C -0.8 -2.0 0.1
C -0.5 -0.6 -0.8
C 0.6 -2.6 0.1
N -0.4 1.4 0.2
N 0.6 4.0 -3.3

## Properties
net charge	+1
calculated total energy	-7263.07681	eV
frontier orbital gap	11.29	eV
relative energy (zero: lowest compared OMol25 entry of this formula, charge and spin)	488.7	kJ/mol
LUMO energy	-4.211	eV
max |F|	5.188	eV/Å

Please write out number 8 again, unchanged.
Formula: C4H9N2
Source: the Open Molecules 2025 dataset
Level of theory: the ωB97M-V functional and the def2-TZVPD basis

Last column: Mulliken charge in e.
Element x y z (Å)
C: -0.078457 0.417508 -1.966526  -0.1549
C: 0.654174 1.048146 -0.922320  0.3081
C: -1.297454 0.066091 0.599812  -1.0322
C: 0.861092 -1.014291 0.840078  -0.7957
N: -0.443545 1.577266 -1.647564  -0.3679
N: 0.092522 0.169614 0.825893  -0.2356
H: -0.290274 -0.547600 -2.412500  0.3395
H: 1.698740 1.314838 -0.811890  0.4462
H: -1.786599 1.017600 0.429472  0.3501
H: -1.293794 -0.485530 -0.329170  0.4506
H: -1.706753 -0.437991 1.438728  0.3527
H: 0.671669 -1.805435 0.009681  0.2633
H: 1.877363 -0.777122 0.731216  0.3662
H: 0.826249 -1.525129 1.798822  0.3768
H: 0.215066 0.982035 1.416268  0.3328

Forces on atoms 1 to 6 (eV/Å):
C 1.3 -1.3 1.5
C -0.8 -2.0 0.1
C -0.5 -0.6 -0.8
C 0.6 -2.6 0.1
N -0.4 1.4 0.2
N 0.6 4.0 -3.3

## Properties
net charge	+1
calculated total energy	-7263.07681	eV
frontier orbital gap	11.29	eV
relative energy (zero: lowest compared OMol25 entry of this formula, charge and spin)	488.7	kJ/mol
LUMO energy	-4.211	eV
max |F|	5.188	eV/Å

Q: Number 3 is which compound?
A: C4H9N2

Q: What is the formula in the seventh record?
A: C4H9N2

Q: Among the records above, which one has the lowest calculated total energy?
A: number 6